91
Properties=species:S:1:pos:R:3 method="wB97M-V/def2-TZVPD" total_charge=0 relative_energy_kcal_mol=0.00 orbital_gap_ev=8.056 e_lumo_ha=0.0114
Sn 10.0211 13.0890 9.3413
O 6.8111 12.0640 7.8231
C 7.1800 12.1424 6.4463
C 8.1269 13.3407 6.2008
N 9.5072 13.1302 6.6632
C 10.3638 14.2537 6.2809
C 11.2593 14.9683 7.3529
O 12.0595 15.7224 6.8144
O 11.1358 14.7433 8.6024
C 10.1102 11.8649 6.2824
C 11.3197 11.5497 7.1079
O 12.1330 10.7821 6.5544
O 11.4340 11.8962 8.3430
H 7.2073 11.3350 8.2913
H 6.3554 12.3568 5.8683
H 7.6129 11.2126 6.0519
H 7.7285 14.1596 6.7790
H 8.1813 13.4933 5.1526
H 9.8117 15.1487 5.9023
H 11.0998 13.9650 5.5082
H 10.3445 11.8308 5.2144
H 9.4511 11.0252 6.5042
C 8.0137 10.4606 15.1262
N 9.1873 10.2587 14.3132
C 10.1796 9.4166 14.9765
P 9.2001 10.7364 12.7130
O 10.5957 10.6168 12.2012
O 8.2304 9.8309 11.8388
P 8.4801 9.2079 10.2952
O 8.6770 10.2377 9.2408
N 7.1169 8.2925 10.2695
C 6.8895 7.2377 9.2464
C 5.8406 8.7654 10.8143
N 9.7419 8.1488 10.3109
C 9.8601 7.2135 11.4258
C 11.0367 8.5325 9.6739
N 8.4238 12.1064 12.7020
C 7.2211 12.4083 11.9407
C 9.0954 13.3221 13.2741
H 8.2313 10.8716 16.1086
H 7.3286 9.5943 15.2617
H 7.4040 11.2287 14.6216
H 10.5908 9.8879 15.8518
H 11.0393 9.2341 14.2808
H 9.6852 8.4324 15.2269
H 7.8070 6.7588 9.0017
H 6.5290 7.6852 8.3341
H 6.1309 6.5416 9.6696
H 5.1550 7.9788 10.9731
H 5.3458 9.5263 10.2224
H 5.9786 9.2452 11.8196
H 8.8905 6.8834 11.8003
H 10.4590 7.5878 12.2523
H 10.3050 6.2911 10.9436
H 10.8818 9.2746 8.9427
H 11.3831 7.6303 9.1589
H 11.6743 8.9227 10.4703
H 7.0567 11.7367 11.1127
H 7.2187 13.3799 11.4913
H 6.3345 12.4249 12.5677
H 10.0603 12.9004 13.5149
H 8.5363 13.5671 14.1480
H 9.1261 14.0103 12.4605
S 9.5756 17.6839 14.0680
C 8.7200 16.8387 12.7739
N 9.3200 16.7769 11.6230
C 10.6149 17.2725 11.7237
C 11.5593 17.2555 10.7268
C 12.8572 17.5048 11.0572
C 13.2093 17.9063 12.3443
C 12.2317 18.0368 13.3386
C 10.9483 17.6934 13.0161
H 7.6356 16.5356 12.9022
H 11.2975 17.0061 9.7123
H 13.5982 17.4432 10.2871
H 14.2142 18.2458 12.5514
H 12.5147 18.3751 14.3263
O 11.5291 13.0522 10.7887
S 12.6630 11.9870 10.9248
C 13.1206 12.2728 12.5442
C 13.7311 13.6861 12.6950
C 14.7494 13.6424 11.5069
C 14.1222 12.7837 10.2953
H 13.7928 11.4299 12.8365
H 12.2344 12.0227 13.0987
H 14.2373 13.9163 13.6360
H 12.9992 14.4078 12.4531
H 15.7403 13.2699 11.7992
H 14.9865 14.6385 11.0640
H 14.7870 12.0057 9.9680
H 13.8136 13.3802 9.4276


76
Properties=species:S:1:pos:R:3 method="wB97M-V/def2-TZVPD" total_charge=0 smiles="CCc1cc2nsnc2cc1CON=O.CCOP(=O)(OCC)OCC.CCOP(=O)(OCC)OCC" orbital_gap_ev=6.904 e_lumo_ha=-0.0693
C 0.3088 -2.7795 6.9455
C 0.4156 -3.3743 5.4234
C -0.1975 -2.2441 4.4613
C -1.7097 -1.9561 4.5700
C -2.3766 -0.8521 3.6744
N -3.7917 -0.5386 3.6796
S -3.8464 0.7137 2.4942
N -2.2101 0.8888 1.9934
C -1.3986 -0.0785 2.6988
C 0.1431 -0.3716 2.5841
C 0.7856 -1.4991 3.4649
C 2.3648 -1.8718 3.3530
O 3.1236 -1.3665 4.4916
N 2.6170 -0.0912 4.7128
O 3.1328 0.6401 3.9143
H -0.2632 -1.7739 6.9461
H 1.3693 -2.5825 7.3203
H -0.2528 -3.4796 7.6555
H -0.1854 -4.3404 5.2989
H 1.5165 -3.6095 5.2252
H -2.3499 -2.5456 5.3060
H 0.8116 0.2147 1.8686
H 2.7417 -1.4810 2.3397
H 2.4263 -3.0171 3.3214
O -5.2760 -3.3890 -2.7370
P -3.8587 -2.8795 -3.0358
O -4.1052 -1.3782 -2.3715
C -4.4557 -1.2947 -0.9951
C -3.2532 -1.5242 -0.1025
O -4.1708 -2.5503 -4.6380
C -5.0103 -3.4442 -5.3741
C -6.4042 -2.8619 -5.5064
O -2.2356 -2.4421 -3.3522
C -1.8924 -1.1930 -3.9548
C -1.3661 -0.2097 -2.9251
H -5.2475 -2.0106 -0.7556
H -4.8658 -0.2968 -0.8180
H -2.7318 -2.4510 -0.3623
H -3.5537 -1.5721 0.9468
H -2.5327 -0.7107 -0.2101
H -5.0290 -4.4300 -4.9024
H -4.5661 -3.5698 -6.3637
H -6.7746 -2.4581 -4.5619
H -7.1057 -3.6184 -5.8635
H -6.4032 -2.0306 -6.2169
H -2.7194 -0.7514 -4.5124
H -1.0954 -1.4086 -4.6725
H -2.1892 0.2583 -2.3773
H -0.8101 0.5974 -3.4077
H -0.7258 -0.7029 -2.1901
O 5.7024 2.7565 -1.3788
P 4.5553 3.7417 -1.1123
O 3.7135 2.7126 -0.1180
C 4.3448 2.2478 1.0695
C 4.3611 3.3176 2.1427
O 3.7885 3.4482 -2.5610
C 4.5834 3.2444 -3.7326
C 4.6669 1.7652 -4.0561
O 3.3696 4.9409 -0.8275
C 1.9716 4.6558 -0.9069
C 1.3568 4.5190 0.4742
H 5.3629 1.9087 0.8570
H 3.7870 1.3763 1.4219
H 4.7802 4.2562 1.7668
H 4.9467 2.9912 3.0055
H 3.3472 3.5345 2.4860
H 5.5754 3.6852 -3.6054
H 4.0982 3.7762 -4.5536
H 4.8773 1.1601 -3.1718
H 5.4413 1.5769 -4.8023
H 3.7123 1.4083 -4.4530
H 1.7540 3.7718 -1.5078
H 1.5133 5.5118 -1.4109
H 1.5551 3.5277 0.8922
H 0.2710 4.6297 0.4285
H 1.7678 5.2533 1.1707


9
Properties=species:S:1:pos:R:3 method="wB97M-V/def2-TZVPD" total_charge=0 relative_energy_kcal_mol=126.96 orbital_gap_ev=9.887 e_lumo_ha=-0.0183
C 0.8990 0.9616 -0.1337
C -1.3034 -0.1925 -0.2504
H 0.5203 -1.6187 1.0479
H 1.9290 0.3239 -0.2480
H -1.5883 -1.1432 -0.6262
N 0.0657 -0.0444 0.0549
O 0.9546 -1.1718 -0.0099
O 0.6659 2.1517 0.0287
O -2.1428 0.7334 0.1367


50
Properties=species:S:1:pos:R:3 method="wB97M-V/def2-TZVPD" total_charge=0 relative_energy_kcal_mol=0.06 orbital_gap_ev=6.966 e_lumo_ha=0.0013
Sc 1.4894 -0.9299 0.1180
C 0.0853 1.4129 -3.6030
S -0.1306 0.2858 -2.2300
C -1.3087 1.2566 -1.3104
O 1.2244 0.4313 -1.5094
H -0.8560 1.4836 -4.1470
H 0.8555 0.9975 -4.2490
H 0.3889 2.3870 -3.2214
H -2.2419 1.2448 -1.8751
H -0.9329 2.2711 -1.1865
H -1.4412 0.7602 -0.3515
C 0.7394 1.9047 2.3749
Te 2.6988 1.5261 1.5987
C 2.3232 3.1508 0.2647
C 0.8783 3.5348 0.4586
C 0.2915 4.4974 -0.3629
C -1.0381 4.8479 -0.2016
C -1.7976 4.2344 0.7889
C -1.2189 3.2853 1.6130
C 0.1206 2.9301 1.4585
H 0.8279 2.2772 3.3936
H 0.1751 0.9726 2.3846
H 2.5094 2.8123 -0.7533
H 2.9934 3.9777 0.4940
H 0.8879 4.9727 -1.1335
H -1.4831 5.5955 -0.8453
H -2.8394 4.4969 0.9178
H -1.8111 2.8025 2.3802
N 3.5020 -4.5922 -0.7273
C 3.0825 -3.5741 0.0378
O 2.7479 -2.4798 -0.5248
C 3.0351 -3.7104 1.4487
C 3.3863 -4.9125 2.0996
N 3.7007 -5.9288 2.5450
C 2.5811 -2.5586 2.0995
N 2.1944 -1.5181 2.4404
H 3.7029 -5.4905 -0.3220
H 3.4126 -4.5031 -1.7235
Cl -0.4645 -3.5684 -1.6753
C -1.7705 -2.9843 -0.6754
C -2.9994 -3.6036 -0.7660
C -4.0544 -3.1683 0.0249
C -3.8496 -2.1119 0.8995
C -2.6101 -1.5064 0.9719
Cl -2.4034 -0.1793 2.0918
C -1.4919 -1.8994 0.1979
N -0.2962 -1.2991 0.2487
H -3.1255 -4.4288 -1.4539
H -5.0202 -3.6497 -0.0364
H -4.6490 -1.7522 1.5332


40
Properties=species:S:1:pos:R:3 method="wB97M-V/def2-TZVPD" total_charge=0 relative_energy_kcal_mol=57.22 orbital_gap_ev=9.195 e_lumo_ha=0.0141
C -0.0084 2.3638 -0.3175
C -1.3066 1.5164 -0.6320
C 0.4051 2.2580 1.2153
C 1.5736 1.2597 1.4150
C 1.1968 -0.1814 1.3787
C 2.7330 -0.8287 -0.4258
C -2.3847 -0.5276 -0.8170
C -2.9204 -0.4258 0.5648
C -2.1834 -2.0486 -1.1175
C -1.1862 -2.6944 -0.1793
H -1.3102 3.8951 -0.3842
H -0.2112 3.8915 -1.6345
H 0.8840 1.9531 -0.9764
H 0.6798 3.2072 1.5638
H -0.5049 1.9517 1.7232
H 2.1290 1.5774 2.3535
H 2.4242 1.3719 0.6650
H 0.2560 -0.3537 0.8626
H 0.9016 -0.6644 2.4308
H 2.9307 -1.2565 1.5893
H 2.1911 -0.3277 -2.3347
H 4.4796 -1.1541 -1.4147
H 4.6772 -1.0333 0.2329
H -0.3192 -0.1632 -1.2922
H -3.0676 -0.1546 -1.5538
H -3.0465 -2.5738 -0.7429
H -2.0265 -2.1862 -2.2193
H 0.5736 -2.1883 -1.2332
H 0.6672 -2.6802 0.5064
H -4.7447 -0.5030 1.3524
N -0.3119 3.7200 -0.6013
N 2.2606 -1.0191 0.8983
N 1.9153 -0.4866 -1.3511
N 4.0012 -1.3486 -0.4759
N -1.1553 0.2200 -0.8376
N 0.1405 -2.4109 -0.3446
O -2.4090 2.0813 -0.7238
O -2.1824 -0.0022 1.4212
O -1.5611 -3.2890 0.7840
O -4.1803 -0.7654 0.6521


45
Properties=species:S:1:pos:R:3 method="wB97M-V/def2-TZVPD" total_charge=-2 relative_energy_kcal_mol=45.77 spin_multiplicity=6 orbital_gap_ev="4.597 / 4.152" e_lumo_ha="0.1461 / 0.1186"
Fe 1.5031 -0.8354 -0.3938
O 5.6394 -0.6098 4.3280
C 4.8537 -0.6813 3.3717
C 3.3148 -0.7849 3.5280
O 2.7530 -0.8502 4.6275
C 2.7921 -0.8318 2.1986
C 3.8763 -0.8027 1.2514
O 3.6654 -0.8901 0.0059
C 5.1716 -0.7048 1.9548
O 6.3133 -0.6377 1.4325
O 1.5578 -0.8966 1.7720
C -0.1214 2.6354 0.1579
C 1.1436 2.2851 -0.6538
C 2.3877 2.7697 0.1129
C 1.0724 2.9704 -2.0369
O 1.2065 0.9310 -0.8422
H -0.1715 3.7056 0.3570
H -0.0919 2.0879 1.0979
H -1.0081 2.3223 -0.3906
H 2.3934 3.8546 0.2147
H 3.2831 2.4453 -0.4122
H 2.3919 2.3098 1.0986
H 1.0151 4.0540 -1.9391
H 0.1933 2.6064 -2.5658
H 1.9549 2.7024 -2.6152
C -0.3310 -3.4165 -0.2938
C 0.7359 -2.4762 -0.7829
O 1.1242 -2.4304 -1.9527
H 0.1061 -4.3977 -0.1123
H -1.1035 -3.5134 -1.0598
H -0.7585 -3.0420 0.6313
Cl -4.0513 -0.1204 -3.6734
C -4.3025 -0.5145 -1.9917
C -5.5855 -0.7870 -1.5955
C -5.8552 -1.1090 -0.2689
C -4.7951 -1.1537 0.6384
C -3.5166 -0.8813 0.2459
C -3.1804 -0.5310 -1.1052
C -1.8989 -0.2248 -1.4707
H -6.3811 -0.7457 -2.3254
H -6.8674 -1.3189 0.0454
H -4.9889 -1.4004 1.6756
H -2.7026 -0.9055 0.9554
H -1.1022 -0.2264 -0.7430
H -1.6330 0.0414 -2.4775


71
Properties=species:S:1:pos:R:3 method="wB97M-V/def2-TZVPD" total_charge=+2 spin_multiplicity=3 orbital_gap_ev="7.362 / 7.373" e_lumo_ha="-0.2357 / -0.2327"
Pr -0.3001 0.0858 0.1379
P -0.2492 -2.0660 -1.6179
P 0.0451 2.8381 0.5175
N 1.1129 0.8486 -1.9847
C 1.3774 -1.6409 -2.4684
H 2.0714 -2.4610 -2.2198
H 1.1648 -1.7392 -3.5483
C 2.0769 -0.2863 -2.1500
H 2.6624 -0.3613 -1.2116
H 2.7840 -0.0866 -2.9789
C 1.6745 2.2652 -1.9089
H 1.0705 2.8996 -2.5771
H 2.7120 2.2704 -2.2725
C 1.6711 2.8275 -0.4819
H 1.9910 3.8786 -0.4566
H 2.3696 2.2330 0.1331
C 0.1278 3.1893 2.3691
C 0.3146 1.8904 3.1681
H 1.2971 1.4295 3.0663
H -0.4427 1.1327 2.8993
H 0.1597 2.0866 4.2365
C -1.1490 3.8763 -0.3723
C -2.6240 3.5737 0.0145
H -3.2518 3.6438 -0.8846
H -3.0234 4.2726 0.7654
H -2.7593 2.5412 0.3878
C -1.6125 -2.4533 -2.7559
C -2.8937 -2.9536 -2.0697
H -3.7337 -2.8052 -2.7608
H -3.1306 -2.3673 -1.1703
H -2.8760 -4.0228 -1.8005
C -0.0085 -3.4680 -0.4034
C -1.1306 -3.6103 0.6450
H -0.7566 -4.2219 1.4794
H -2.0219 -4.1051 0.2393
H -1.4682 -2.6609 1.0934
C -2.7012 -0.1379 1.0484
C -0.6517 5.3188 -0.2324
H 0.2044 5.4100 0.4548
H -0.3033 5.6645 -1.2151
H -1.4455 5.9946 0.1002
C -1.0858 -3.2409 -3.9527
H -1.8153 -3.9952 -4.2818
H -0.9298 -2.5448 -4.7830
H -0.1256 -3.7428 -3.7673
C 0.2426 -4.7549 -1.1739
H 0.4513 -5.5545 -0.4497
H -0.6237 -5.0583 -1.7735
H 1.1140 -4.6664 -1.8271
C -1.1086 3.9108 2.8946
H -2.0165 3.3116 2.7543
H -0.9813 4.0690 3.9725
H -1.2626 4.8894 2.4382
H 1.0335 3.8168 2.4828
H 0.9080 -3.1896 0.1489
H -1.0481 3.5604 -1.4256
H -1.8650 -1.4345 -3.1169
O -3.7661 -0.2916 1.4861
H 0.4807 0.8466 -2.8176
H -1.6850 0.7097 -1.2516
C 3.0201 -1.8419 3.7150
C 1.6403 -2.0510 3.7147
C 0.8668 -1.5548 2.6579
N 1.4495 -0.9404 1.5703
C 2.7836 -0.6137 1.6457
C 3.5863 -1.0864 2.6820
H 3.6408 -2.2583 4.5075
H 1.1417 -2.5995 4.5057
H -0.2280 -1.6166 2.6859
H 3.1811 0.0556 0.8690
H 4.6472 -0.8569 2.6750


17
Properties=species:S:1:pos:R:3 method="wB97M-V/def2-TZVPD" total_charge=+1 relative_energy_kcal_mol=120.59 orbital_gap_ev="7.389 / 7.387" e_lumo_ha="-0.1967 / -0.1967"
C 1.8848 -1.8473 1.3570
C 0.5796 -1.4286 0.8480
C -0.0620 1.4612 -1.1672
C -1.7768 -0.0803 -0.2649
N 2.8112 -1.0093 1.5005
N 3.7290 -0.3484 1.1135
N 0.6478 -0.2533 0.2204
N -0.4106 0.2458 -0.3225
H 1.9031 -2.7639 1.8972
H -0.2427 -2.0603 0.9352
H 0.4166 2.1640 -0.5128
H 0.6057 1.1364 -1.9292
H -0.8554 1.8843 -1.7317
H -2.2748 0.6479 -1.0182
H -2.1226 -1.1265 -0.6038
H -2.2431 0.0315 0.8095
H 4.2703 0.0996 1.9940


14
Properties=species:S:1:pos:R:3 method="wB97M-V/def2-TZVPD" total_charge=+1 relative_energy_kcal_mol=62.00 orbital_gap_ev="9.368 / 9.367" e_lumo_ha="-0.1400 / -0.1400"
C -0.5660 -0.7373 1.4872
C 0.0370 -0.4957 -0.7441
C 1.0762 0.7670 1.0166
N -0.4076 0.3382 -1.8643
O -1.0070 -0.6301 0.1467
O 0.0661 0.4867 1.7579
F 2.1905 0.0141 1.1436
H -1.4597 -0.7595 1.9856
H 0.2550 -1.4205 1.6480
H 0.5432 -1.3626 -0.8674
H 1.2961 1.8970 0.7840
H -1.2481 0.8267 -1.6384
H -0.9054 -0.0374 -2.6694
H 0.1298 1.1134 -2.1860


9
Properties=species:S:1:pos:R:3 method="wB97M-V/def2-TZVPD" total_charge=0 relative_energy_kcal_mol=137.85 smiles=FN(F)[C@@H]1CO1 orbital_gap_ev=12.046 e_lumo_ha=0.0362
C -0.3597 -0.8790 0.8311
C -0.2543 -0.0362 -0.3493
N 0.9718 0.8302 -0.5229
O -0.0846 -1.4204 -0.4529
F 0.8857 1.2714 -1.8286
F 0.8258 2.0370 0.1883
H 0.5723 -0.8669 1.5472
H -1.2726 -1.2858 1.2770
H -1.2844 0.3497 -0.6901


11
Properties=species:S:1:pos:R:3 method="wB97M-V/def2-TZVPD" total_charge=0 relative_energy_kcal_mol=69.64 orbital_gap_ev=9.487 e_lumo_ha=-0.0196
C -1.4119 -0.8774 0.2731
C -0.9136 0.4676 0.6582
C 2.2429 0.7281 -0.5872
H -2.3384 -1.0747 0.7558
H -1.6385 0.9910 1.3989
H 2.2357 2.0004 -0.4468
H 3.0628 0.1240 -1.2894
N 0.3012 0.9693 0.4920
N 1.2371 0.0510 -0.2136
Cl -0.6094 -2.6168 0.4100
Cl -2.1678 -0.7623 -1.4510